(1)
{
  "formula": "C31H21Br2FN4O7Tm",
  "method": "wB97M-V/def2-TZVPD",
  "elements": ["Tm", "C", "C", "C", "C", "C", "C", "C", "F", "C", "C", "C", "O", "C", "C", "N", "C", "C", "O", "O", "H", "H", "H", "H", "H", "H", "H", "H", "H", "H", "H", "Br", "C", "C", "C", "N", "C", "C", "C", "C", "C", "Br", "C", "C", "N", "H", "H", "H", "H", "H", "H", "O", "C", "O", "C", "C", "C", "C", "C", "C", "N", "O", "O", "H", "H", "H", "H"],
  "positions_angstrom": [[-0.22, 0.38, 0.04], [5.41, 1.07, 4.80], [4.30, 0.32, 5.49], [3.90, 0.98, 6.80], [2.78, 0.22, 7.47], [1.59, 0.13, 6.55], [0.31, 0.05, 7.03], [-0.77, -0.04, 6.15], [-2.00, -0.12, 6.68], [-0.62, -0.04, 4.80], [0.69, 0.04, 4.28], [0.89, 0.00, 2.86], [-0.17, -0.06, 2.12], [2.20, 0.00, 2.37], [3.23, 0.10, 3.30], [3.07, 0.20, 4.60], [1.77, 0.13, 5.15], [2.69, -0.20, 0.94], [3.85, -0.48, 0.75], [1.78, -0.05, -0.01], [6.17, 1.31, 5.55], [5.05, 2.01, 4.38], [5.91, 0.50, 4.01], [4.62, -0.70, 5.70], [3.60, 2.01, 6.59], [4.79, 1.01, 7.43], [2.49, 0.70, 8.41], [3.12, -0.79, 7.72], [0.12, 0.05, 8.10], [-1.47, -0.10, 4.14], [4.24, 0.09, 2.93], [-0.70, -1.01, -6.83], [-0.51, -0.67, -5.01], [0.27, 0.38, -4.58], [0.35, 0.58, -3.22], [-0.29, -0.19, -2.33], [-1.01, -1.22, -2.76], [-1.16, -1.49, -4.10], [-1.63, -2.08, -1.69], [-2.39, -3.19, -2.00], [-2.91, -3.94, -0.96], [-3.94, -5.44, -1.35], [-2.67, -3.59, 0.35], [-1.90, -2.47, 0.57], [-1.39, -1.73, -0.42], [0.81, 1.02, -5.26], [0.94, 1.39, -2.82], [-1.75, -2.32, -4.45], [-2.58, -3.48, -3.02], [-3.07, -4.16, 1.18], [-1.67, -2.13, 1.57], [-2.09, 1.52, -0.32], [-1.50, 2.56, 0.11], [-0.23, 2.53, 0.35], [-2.27, 3.81, 0.32], [-1.80, 4.81, 1.16], [-2.55, 5.96, 1.34], [-3.75, 6.12, 0.66], [-4.17, 5.10, -0.16], [-3.47, 3.94, -0.35], [-5.46, 5.27, -0.91], [-5.81, 4.37, -1.63], [-6.10, 6.28, -0.69], [-0.85, 4.69, 1.66], [-2.20, 6.75, 2.00], [-4.37, 7.00, 0.76], [-3.85, 3.17, -1.00]],
  "lowdin_spin": [2.00, 0.00, 0.00, 0.00, 0.00, 0.00, 0.00, 0.00, 0.00, 0.00, 0.00, 0.00, 0.00, 0.00, 0.00, 0.00, 0.00, 0.00, 0.00, 0.00, 0.00, 0.00, 0.00, 0.00, 0.00, 0.00, 0.00, 0.00, 0.00, 0.00, 0.00, 0.00, 0.00, 0.00, 0.00, 0.00, 0.00, 0.00, 0.00, 0.00, 0.00, 0.00, 0.00, 0.00, 0.00, 0.00, 0.00, 0.00, 0.00, 0.00, 0.00, 0.00, 0.00, 0.00, 0.00, 0.00, 0.00, 0.00, 0.00, 0.00, 0.00, 0.00, 0.00, 0.00, 0.00, 0.00, 0.00],
  "gap_ev": [8.3, 8.3],
  "lumo_ev": [-3.3, -3.3],
  "homo_ev": [-11.61, -11.61],
  "e_above_lowest_kcal_mol": 0.0,
  "spin_multiplicity": 3,
  "molar_mass_g_mol": 909.27,
  "total_charge": 1
}



(2)
{
  "formula": "C31H22BrGeNO8PtS2",
  "method": "wB97M-V/def2-TZVPD",
  "elements": ["Pt", "O", "S", "O", "O", "C", "C", "C", "C", "C", "C", "S", "O", "O", "O", "H", "H", "H", "H", "C", "Ge", "C", "C", "C", "C", "C", "C", "C", "C", "C", "C", "C", "C", "C", "C", "C", "C", "C", "C", "H", "H", "H", "H", "H", "H", "H", "H", "H", "H", "H", "H", "H", "H", "H", "Br", "C", "C", "N", "C", "C", "C", "C", "O", "O", "H", "H", "H"],
  "positions_angstrom": [[-2.33, 0.25, 0.57], [0.32, -0.81, 3.85], [-1.07, -0.52, 3.51], [-1.93, -0.26, 4.64], [-1.10, 0.55, 2.48], [-1.68, -2.01, 2.68], [-0.71, -2.99, 2.47], [-1.00, -4.16, 1.79], [-2.28, -4.36, 1.29], [-3.25, -3.40, 1.51], [-2.98, -2.22, 2.21], [-4.43, -1.16, 2.46], [-4.94, -1.51, 3.76], [-5.31, -1.47, 1.34], [-3.88, 0.21, 2.37], [0.28, -2.79, 2.84], [-0.22, -4.88, 1.61], [-2.51, -5.25, 0.72], [-4.24, -3.51, 1.11], [-1.59, 1.57, -0.31], [0.36, 2.13, -0.13], [1.06, 3.02, 1.48], [1.34, 4.38, 1.46], [1.87, 5.03, 2.57], [2.14, 4.31, 3.72], [1.87, 2.95, 3.76], [1.33, 2.31, 2.65], [0.51, 3.46, -1.61], [-0.62, 3.98, -2.24], [-0.50, 4.89, -3.27], [0.75, 5.30, -3.71], [1.89, 4.79, -3.10], [1.76, 3.88, -2.06], [1.58, 0.70, -0.68], [1.51, 0.23, -1.99], [2.33, -0.80, -2.44], [3.23, -1.39, -1.56], [3.30, -0.94, -0.25], [2.48, 0.09, 0.18], [1.14, 4.96, 0.56], [2.06, 6.09, 2.53], [2.55, 4.81, 4.59], [2.05, 2.37, 4.66], [1.08, 1.26, 2.72], [-1.60, 3.66, -1.92], [-1.39, 5.28, -3.75], [0.84, 6.02, -4.52], [2.87, 5.10, -3.43], [2.66, 3.47, -1.60], [0.80, 0.67, -2.68], [2.25, -1.15, -3.46], [3.86, -2.20, -1.90], [3.99, -1.41, 0.44], [2.55, 0.41, 1.21], [2.28, -5.52, -2.58], [0.53, -4.77, -2.60], [-0.44, -5.34, -3.41], [-1.68, -4.87, -3.48], [-1.98, -3.81, -2.73], [-1.07, -3.18, -1.89], [0.23, -3.68, -1.82], [-1.45, -1.96, -1.08], [-2.62, -1.52, -1.23], [-0.57, -1.50, -0.33], [-0.20, -6.20, -4.03], [-2.99, -3.42, -2.79], [0.94, -3.21, -1.15]],
  "nbo_charge": [0.99, -1.02, 2.41, -0.96, -1.04, -0.23, -0.21, -0.22, -0.23, -0.19, -0.39, 2.41, -0.98, -1.01, -1.03, 0.24, 0.20, 0.20, 0.24, -0.49, 1.42, -0.43, -0.16, -0.26, -0.23, -0.21, -0.20, -0.33, -0.24, -0.23, -0.22, -0.24, -0.23, -0.32, -0.21, -0.23, -0.24, -0.21, -0.23, 0.20, 0.19, 0.19, 0.21, 0.27, 0.23, 0.20, 0.19, 0.20, 0.21, 0.21, 0.20, 0.20, 0.20, 0.22, 0.01, -0.12, -0.02, -0.43, 0.05, -0.14, -0.18, 0.74, -0.73, -0.73, 0.18, 0.22, 0.27],
  "gap_ev": [5.8, 5.8],
  "lumo_ev": [3.7, 3.7],
  "homo_ev": [-2.17, -2.17],
  "e_above_lowest_kcal_mol": 53.8,
  "spin_multiplicity": 1,
  "molar_mass_g_mol": 948.24,
  "total_charge": -2
}